Record 1
{
  "formula": "C35H20BF4IN13ORbS4",
  "method": "ωB97M-V/def2-TZVPD",
  "symbols": ["I", "Rb", "S", "S", "S", "S", "F", "F", "F", "F", "O", "N", "N", "N", "N", "N", "N", "N", "N", "N", "N", "N", "N", "N", "C", "C", "C", "C", "C", "C", "C", "C", "C", "C", "C", "C", "C", "C", "C", "C", "C", "C", "C", "C", "C", "C", "C", "C", "C", "C", "C", "C", "C", "C", "C", "C", "C", "C", "C", "B", "H", "H", "H", "H", "H", "H", "H", "H", "H", "H", "H", "H", "H", "H", "H", "H", "H", "H", "H", "H"],
  "positions_angstrom": [[6.57604, 1.92360, 3.18903], [0.67572, -0.67902, 0.86489], [2.16234, 4.67178, -3.99176], [1.40622, 3.07777, -1.65688], [2.66271, 0.47776, -3.24083], [3.21750, 2.32094, -5.44444], [-0.44683, -0.47928, -1.82404], [-3.76334, -0.55765, -6.08321], [-3.68727, -2.64767, -4.54057], [-0.61066, 1.59232, -3.27943], [3.23062, 4.77001, -6.38664], [3.75150, -1.58903, 1.19824], [3.69579, -2.31812, 2.32961], [-0.50554, -3.13352, -0.19219], [-0.74980, 2.09247, 1.87617], [-4.03450, 2.39346, -7.31700], [2.91477, 1.49002, 1.11268], [-2.67144, 0.24822, 1.71963], [-0.17005, 3.43009, -5.69153], [-3.19955, -5.13434, -2.79731], [1.15197, -1.01507, 3.71850], [3.79495, 1.32428, 0.12652], [2.13218, -1.75583, 4.26272], [-2.99914, 1.35995, 2.15150], [-1.36524, 0.54161, -3.67344], [0.20818, 2.95820, 2.18856], [-2.03563, -1.74588, -3.09723], [-1.07032, 2.69642, -5.66163], [5.00172, 1.68859, 1.89263], [-3.37851, -1.77759, 0.71078], [-2.15974, 1.81604, -5.66749], [0.05866, 3.93638, 3.16292], [-5.08053, -0.13392, 1.20869], [-1.90060, 2.19956, 2.51944], [-2.16444, 3.14902, 3.49899], [-5.66300, -2.20662, 0.12520], [3.69990, -3.62945, 2.04071], [0.28692, -2.27725, 5.36797], [3.79340, -2.46432, 0.19885], [-3.74866, -0.54685, 1.22326], [-1.12224, -3.02587, -1.17130], [5.06308, 1.42417, 0.54391], [-3.19215, 2.10616, -6.57606], [-2.88934, -1.61522, -4.20361], [-1.29496, -0.58134, -2.88199], [-2.16391, 0.65013, -4.81092], [2.06457, 3.17291, -3.12203], [2.61792, 1.97630, -3.85730], [0.03803, -1.32588, 4.37201], [-1.14909, 4.02653, 3.83826], [-2.64570, -4.13474, -2.60888], [-2.94024, -0.49824, -5.01813], [1.64333, -2.51899, 5.24996], [2.91297, 4.07199, -5.46984], [-4.33938, -2.61042, 0.15053], [-6.03204, -0.97280, 0.65889], [-1.94280, -2.95927, -2.30187], [3.63225, 1.71657, 2.19712], [3.76190, -3.78268, 0.67045], [3.60375, -1.69073, 3.74865], [3.85099, -2.11368, -0.82230], [3.65308, -4.35849, 2.83286], [-5.34653, 0.83437, 1.60689], [-0.40978, -2.72827, 6.05250], [3.97133, -0.55133, 3.69205], [3.15531, 1.84071, 3.15443], [-2.34358, -2.08574, 0.73379], [-4.03856, -3.55790, -0.27928], [-1.30290, 4.77584, 4.60396], [3.76670, -4.69767, 0.10399], [5.89789, 1.28366, -0.11932], [-0.89191, -0.84520, 4.10317], [-6.41258, -2.84700, -0.32240], [4.25757, -2.37015, 4.51322], [-3.14032, 3.17682, 3.96231], [0.87663, 4.61145, 3.37329], [3.44740, 1.12610, -0.80449], [1.13754, 2.85141, 1.64288], [-7.06888, -0.66162, 0.62963], [2.29832, -3.17896, 5.79310]],
  "lowdin_charge": [0.822, 0.639, 0.968, 0.768, 0.738, 0.981, -0.026, 0.081, 0.077, 0.028, -0.029, 0.028, -0.096, 0.051, 0.118, 0.082, -0.015, 0.086, 0.121, 0.100, -0.035, -0.026, -0.103, 0.075, -0.160, -0.133, -0.065, -0.239, -0.787, -0.010, -0.225, -0.056, -0.036, -0.320, -0.021, -0.075, -0.111, -0.092, -0.203, -0.243, -0.281, -0.159, -0.283, -0.156, -0.154, -0.077, -1.177, -1.170, -0.203, -0.073, -0.288, -0.155, -0.121, -1.020, -0.052, -0.091, -0.219, -0.232, -0.083, -0.437, 0.089, 0.112, 0.096, 0.074, 0.048, 0.109, 0.069, 0.100, 0.101, 0.081, 0.116, 0.085, 0.102, 0.063, 0.104, 0.102, 0.058, 0.066, 0.095, 0.104],
  "de_lowest_kj_mol": 156.3,
  "lumo_energy_ev": 1.52,
  "e_tot_ev": -121682.6368,
  "gap_ev": 3.29,
  "molar_mass_g_mol": 1066.08,
  "total_charge": -2
}

***

Record 2
{
  "formula": "C6H15N3O",
  "method": "ωB97M-V/def2-TZVPD",
  "symbols": ["O", "N", "N", "N", "C", "C", "C", "C", "C", "C", "H", "H", "H", "H", "H", "H", "H", "H", "H", "H", "H", "H", "H", "H", "H"],
  "positions_angstrom": [[-0.53886, 0.65526, 1.70986], [1.78843, -0.66869, -1.05670], [1.91977, -0.34818, 1.20243], [3.88466, -0.66883, -0.06234], [-1.62309, -1.39502, 0.08263], [2.51602, -0.55471, 0.08869], [-2.42600, 1.76281, 0.78334], [-1.33502, 0.17167, -1.82419], [-1.29725, -0.06505, -0.51900], [-1.07481, 1.09700, 0.51009], [-1.08915, 1.14007, -2.23284], [-2.45062, -1.30614, 0.78192], [-1.60123, -0.59303, -2.53719], [-2.30076, 2.51697, 1.55538], [2.26562, -0.49963, -1.92667], [0.79357, -0.39067, -1.00370], [-1.86673, -2.13839, -0.67361], [-0.77224, -1.77476, 0.64714], [-0.40560, 1.83576, 0.03216], [4.22508, -1.12196, -0.89476], [4.41460, -0.87212, 0.76979], [-2.80929, 2.22694, -0.12059], [0.38947, 0.25012, 1.54599], [-3.13860, 1.02296, 1.13613], [2.53205, -0.28240, 2.00604]],
  "lowdin_charge": [-0.091, 0.146, 0.100, 0.122, -0.050, -0.593, -0.039, 0.019, -0.352, -0.450, 0.066, 0.084, 0.062, 0.078, 0.097, 0.065, 0.078, 0.078, 0.139, 0.089, 0.094, 0.077, 0.037, 0.077, 0.066],
  "smiles": "C=C(C)[C@@H](C)O.N=C(N)N",
  "de_lowest_kj_mol": 47.6,
  "lumo_energy_ev": 0.65,
  "e_tot_ev": -12983.1746,
  "gap_ev": 9.72,
  "molar_mass_g_mol": 145.21
}

***

Record 3
{
  "formula": "CN5O2",
  "method": "ωB97M-V/def2-TZVPD",
  "symbols": ["O", "O", "N", "N", "N", "N", "N", "C"],
  "positions_angstrom": [[3.17440, 0.45921, -0.23140], [1.42252, -0.54604, 0.43014], [-0.80714, 0.39697, 0.99368], [-2.04443, -0.22688, -0.68558], [-2.03413, 0.43884, 0.44822], [-0.77136, -0.66603, -0.95959], [1.94532, 0.47767, -0.16026], [-0.17473, -0.28669, 0.15098]],
  "lowdin_charge": [-0.061, -0.043, -0.002, -0.126, -0.132, 0.003, -0.161, -0.477],
  "de_lowest_kj_mol": 400.9,
  "lumo_energy_ev": 4.26,
  "e_tot_ev": -12579.3481,
  "gap_ev": 10.31,
  "molar_mass_g_mol": 114.04,
  "total_charge": -1
}

***

Record 4
{
  "formula": "C4H4N2",
  "method": "ωB97M-V/def2-TZVPD",
  "symbols": ["N", "N", "C", "C", "C", "C", "H", "H", "H", "H"],
  "positions_angstrom": [[-2.05103, -2.23381, 0.40814], [0.79693, 0.75252, -1.36862], [-1.20717, -1.46080, 0.59258], [-0.34158, 1.11813, 0.86189], [-0.09154, -0.53872, 0.75534], [0.12549, 0.55660, -0.18758], [0.54063, -0.00302, -1.98534], [1.79676, 0.73668, -1.18763], [0.82316, -1.11252, 1.00871], [-0.33825, 2.16191, 1.20380]],
  "lowdin_charge": [0.130, 0.104, -0.216, 0.134, -0.158, -0.419, 0.089, 0.101, 0.128, 0.106],
  "smiles": "N#C[C@@H]1C=C1N",
  "de_lowest_kj_mol": 329.1,
  "lumo_energy_ev": 0.59,
  "e_tot_ev": -7189.2774,
  "gap_ev": 10.48,
  "molar_mass_g_mol": 80.09
}

***

Record 5
{
  "formula": "C2H3Cl2NSSi",
  "method": "ωB97M-V/def2-TZVPD",
  "symbols": ["Cl", "Cl", "S", "Si", "N", "C", "C", "H", "H", "H"],
  "positions_angstrom": [[1.88947, 1.75102, -1.50653], [1.62412, -3.21729, -0.25650], [-0.48507, -0.81769, -1.86331], [0.15625, 0.84872, -0.99673], [-0.54233, -3.31604, 1.43777], [0.36090, -3.28002, 0.73467], [-0.62535, 1.85372, 0.39776], [0.12825, 2.29548, 1.04741], [-1.23819, 2.66290, 0.00793], [-1.26806, 1.21921, 0.99753]],
  "lowdin_charge": [0.295, 0.742, 0.154, -0.231, 0.096, -0.875, -0.262, 0.024, 0.030, 0.027],
  "smiles": "C[Si](=S)Cl.N#CCl",
  "de_lowest_kj_mol": 224.9,
  "lumo_energy_ev": -0.24,
  "e_tot_ev": -47371.4640,
  "gap_ev": 9.17,
  "molar_mass_g_mol": 172.11
}

***

Record 6
{
  "formula": "C6H13N6",
  "method": "ωB97M-V/def2-TZVPD",
  "symbols": ["N", "N", "N", "N", "N", "N", "C", "C", "C", "C", "C", "C", "H", "H", "H", "H", "H", "H", "H", "H", "H", "H", "H", "H", "H"],
  "positions_angstrom": [[0.74993, -1.44834, 0.69326], [-1.09960, -0.49174, -0.38983], [0.47686, 0.92106, 0.76269], [1.92477, 2.40732, -0.19930], [2.70305, -2.35331, 0.02552], [-0.10992, -0.36868, 0.72048], [-3.38277, 0.32722, -0.77935], [1.86053, -1.31938, 0.07188], [2.34208, 0.00996, -0.47559], [1.55523, 1.17347, 0.10760], [-2.88591, 0.82657, 0.64271], [-2.46721, -0.47031, 0.10762], [-4.39474, -0.10721, -0.66639], [-3.65045, 0.84442, 1.47089], [2.74643, 2.63644, -0.88103], [-2.79290, -1.38639, 0.47325], [1.25062, 3.22516, 0.10411], [3.47008, 0.20852, -0.25173], [-0.63868, -0.29687, 1.60772], [2.60255, -3.05227, 0.83936], [-1.01440, -1.37297, -0.84180], [3.72500, -2.23193, -0.28630], [-2.07569, 1.58874, 0.58790], [2.34416, 0.06519, -1.64845], [-3.23900, 0.66532, -1.79522]],
  "lowdin_charge": [0.126, 0.096, 0.122, 0.137, 0.132, -0.140, -0.051, -0.414, -0.028, -0.430, -0.075, -0.373, 0.107, 0.128, 0.178, 0.125, 0.185, 0.158, 0.193, 0.166, 0.120, 0.159, 0.099, 0.173, 0.103],
  "smiles": "NC1=N[NH+](NC2CC2)N=C(N)C1",
  "de_lowest_kj_mol": 206.4,
  "lumo_energy_ev": -2.67,
  "e_tot_ev": -15363.0313,
  "gap_ev": 10.49,
  "molar_mass_g_mol": 169.21,
  "total_charge": 1
}

***

Record 7
{
  "formula": "C3H3GaLi2O3",
  "method": "ωB97M-V/def2-TZVPD",
  "symbols": ["Ga", "O", "O", "O", "C", "C", "C", "Li", "Li", "H", "H", "H"],
  "positions_angstrom": [[-0.37211, -1.75781, 0.43332], [1.04231, -1.70085, -1.11904], [0.41917, 1.49225, -1.27547], [-0.73470, 0.78641, 0.46426], [-1.74470, -0.28700, 0.55445], [0.29416, 0.54031, -0.43427], [1.38084, -0.67171, -0.30214], [0.64752, 0.19286, 1.92715], [1.80726, 2.18918, -2.11216], [-2.25412, -0.09128, 1.51108], [1.98621, -0.58901, 0.60624], [-2.47184, -0.10334, -0.25343]],
  "lowdin_charge": [1.030, -0.109, 0.006, -0.166, -0.134, -0.388, -0.244, 0.801, 0.887, 0.107, 0.094, 0.117],
  "de_lowest_kj_mol": 0.0,
  "lumo_energy_ev": [-9.98, -10.12],
  "e_tot_ev": -62067.4006,
  "gap_ev": [7.35, 6.58],
  "molar_mass_g_mol": 170.66,
  "total_charge": 2
}

***

Record 8
{
  "formula": "C5H6O",
  "method": "ωB97M-V/def2-TZVPD",
  "symbols": ["O", "C", "C", "C", "C", "C", "H", "H", "H", "H", "H", "H"],
  "positions_angstrom": [[-2.00898, 0.37243, -0.19192], [-0.88950, 1.15591, 0.24869], [0.05374, 0.03260, -0.11841], [-1.16592, -0.71726, -0.59767], [2.63252, -0.49022, -0.24675], [1.39801, -0.21018, 0.05021], [3.27652, -0.95662, 0.49674], [-0.74928, 2.05115, -0.37183], [1.03040, -0.14007, 1.16004], [-1.21756, -0.91341, -1.67968], [-1.39317, -1.63976, -0.05074], [-0.96679, 1.45544, 1.30132]],
  "lowdin_charge": [-0.107, -0.129, -0.145, -0.112, 0.063, -0.293, 0.001, 0.130, 0.199, 0.133, 0.131, 0.128],
  "de_lowest_kj_mol": 613.4,
  "lumo_energy_ev": [-0.42, -0.42],
  "e_tot_ev": -7322.9270,
  "gap_ev": [7.48, 7.46],
  "molar_mass_g_mol": 82.10
}

***

Record 9
{
  "formula": "C19H14CuN3O2S",
  "method": "ωB97M-V/def2-TZVPD",
  "symbols": ["Cu", "S", "O", "O", "N", "N", "N", "C", "C", "C", "C", "C", "C", "C", "C", "C", "C", "C", "C", "C", "C", "C", "C", "C", "C", "C", "H", "H", "H", "H", "H", "H", "H", "H", "H", "H", "H", "H", "H", "H"],
  "positions_angstrom": [[0.02137, -0.70244, 0.50626], [2.85717, -0.60894, 2.45392], [-0.88128, 1.00032, 1.03610], [-0.90577, -1.90088, -1.21433], [-0.35375, 2.62023, -0.57985], [1.13237, -2.24140, 1.21518], [0.32997, 1.69770, -1.36334], [-1.55840, 4.58168, 0.98005], [-2.80016, 3.83494, 3.34169], [-1.53619, 3.24294, 1.36754], [1.37444, -1.15848, -4.58585], [-0.35393, 0.70648, -1.77646], [-0.86635, 2.17418, 0.53530], [-2.82274, 5.16584, 2.94730], [-0.24507, -1.68207, -2.29589], [3.03143, -3.31994, 2.18370], [-2.16128, 2.88269, 2.55714], [2.30069, -2.12605, 1.90872], [0.69368, -3.45332, 0.83629], [0.97146, -0.12144, -3.74749], [0.14637, -2.71422, -3.19209], [1.34896, -4.63387, 1.10949], [0.94021, -2.45157, -4.29505], [2.56347, -4.54634, 1.79924], [-2.19615, 5.53369, 1.76068], [0.16625, -0.35706, -2.64733], [1.27727, 0.90068, -3.94694], [3.96848, -3.21563, 2.71296], [0.94288, -5.57742, 0.76979], [-0.16144, -3.72780, -2.95656], [-1.06154, 4.84614, 0.05617], [-3.28060, 3.53804, 4.26766], [-1.40223, 0.60617, -1.48218], [1.23973, -3.27400, -4.93984], [-3.31903, 5.91147, 3.55894], [2.00644, -0.96454, -5.44477], [3.13644, -5.44192, 2.02246], [-2.12213, 1.84030, 2.84478], [-2.20342, 6.57236, 1.44735], [-0.21762, -3.43649, 0.24926]],
  "lowdin_charge": [0.375, 0.392, -0.124, -0.149, 0.020, -0.039, 0.025, -0.049, -0.112, -0.131, -0.162, -0.173, -0.502, -0.139, -0.422, -0.160, -0.031, -0.864, -0.152, -0.078, -0.052, -0.118, -0.157, -0.134, -0.120, -0.165, 0.096, 0.070, 0.076, 0.089, 0.093, 0.086, 0.126, 0.076, 0.080, 0.066, 0.084, 0.109, 0.083, 0.089],
  "de_lowest_kj_mol": 11.2,
  "lumo_energy_ev": 4.92,
  "e_tot_ev": -83971.4491,
  "gap_ev": 5.99,
  "molar_mass_g_mol": 411.95,
  "total_charge": -2
}

***

Record 10
{
  "formula": "C2H4ClN",
  "method": "ωB97M-V/def2-TZVPD",
  "symbols": ["Cl", "N", "C", "C", "H", "H", "H", "H"],
  "positions_angstrom": [[-0.18240, -2.22716, 0.39304], [1.77690, -0.39278, -0.65953], [0.78190, -0.92879, -0.18960], [0.61687, 0.42819, -0.17792], [0.15910, 0.95800, -0.89858], [0.72038, 1.02622, 0.72455], [-1.77573, 0.72249, 0.07271], [-2.09703, 0.41383, 0.73532]],
  "lowdin_charge": [0.675, 0.172, -0.830, -0.244, 0.030, 0.095, 0.039, 0.063],
  "de_lowest_kj_mol": 329.0,
  "lumo_energy_ev": 0.74,
  "e_tot_ev": -16147.6677,
  "gap_ev": 11.19,
  "molar_mass_g_mol": 77.51
}